No. 1
C22H23N3O2 | ωB97M-V with the def2-TZVPD basis set

* M: 361.4 g mol⁻¹
* F_max: 3.55 eV/Å
* Kohn-Sham gap: 8.8 eV
* LUMO: 0.760 eV
* relative energy (zero: lowest compared OMol25 entry of this formula, charge and spin): 116.1 kcal per mole
* HOMO energy: -0.297 hartree

Atoms and positions in Å:
O: -3.633 -0.052 -1.955
O: 0.968 0.927 -0.651
C: -3.337 -0.838 -2.877
C: -3.933 -2.173 -4.656
C: -2.566 -2.182 -4.561
C: 1.673 -1.836 -3.014
C: 4.257 3.622 2.142
C: 4.366 3.397 0.756
C: 1.935 -0.957 -1.983
C: 0.385 -1.958 -3.587
C: -0.326 -0.067 -2.238
C: 3.362 2.910 2.989
C: 3.464 2.457 0.193
C: 0.979 -0.040 -1.644
C: -0.708 -1.186 -3.031
C: 2.548 1.963 2.419
C: 2.596 1.672 1.047
N: -4.412 -1.341 -3.599
N: -2.084 -1.400 -3.435
N: -0.277 -0.274 2.250
C: -1.197 -0.093 3.426
C: -1.049 -0.829 1.180
C: -2.390 -1.051 3.190
C: -2.182 -1.724 1.790
C: 1.315 1.360 3.117
C: 1.558 0.693 0.648
C: 0.574 0.885 1.882
H: -4.479 -2.688 -5.467
H: -1.895 -2.569 -5.215
H: 2.379 -2.578 -3.344
H: 4.639 4.488 2.699
H: 5.004 4.022 0.042
H: 2.830 -1.134 -1.347
H: 0.156 -2.645 -4.354
H: -1.068 0.580 -1.796
H: 3.214 3.204 3.984
H: 3.557 2.091 -0.881
H: -5.449 -1.248 -3.352
H: -1.641 0.881 3.312
H: -0.663 -0.240 4.442
H: -1.494 -0.046 0.674
H: -0.481 -1.458 0.476
H: -2.346 -1.704 4.082
H: -3.284 -0.430 3.238
H: -1.809 -2.778 1.815
H: -3.142 -1.651 1.218
H: 1.460 0.513 3.880
H: 0.700 2.032 3.653
H: 1.944 -0.275 0.826
H: -0.022 1.751 1.620

Results of the natural (NBO) charge analysis, in e, for atoms 1 through 2: -0.643 -0.505

No. 2
C22H23N5O5S2 | ωB97M-V with the def2-TZVPD basis set

* M: 501.6 g mol⁻¹
* F_max: 1.49 eV/Å
* Kohn-Sham gap: 7.4 eV
* LUMO: -0.533 eV
* relative energy (zero: lowest compared OMol25 entry of this formula, charge and spin): 94.5 kcal per mole
* HOMO energy: -0.290 hartree

Atoms and positions in Å:
C: 9.427 -0.534 0.963
H: 9.456 -1.290 0.172
O: 8.630 0.567 0.597
C: 7.311 0.357 0.342
C: 6.664 -0.871 0.413
C: 5.312 -0.974 0.133
C: 4.577 0.148 -0.225
C: 5.229 1.382 -0.298
C: 6.572 1.486 -0.020
H: 7.078 2.437 -0.075
H: 4.672 2.265 -0.577
N: 3.212 0.143 -0.530
C: 2.284 -0.837 -0.521
S: 2.498 -2.447 -0.164
N: 1.033 -0.391 -0.821
N: 0.037 -1.323 -0.994
C: -1.284 -1.125 -1.047
C: -1.960 0.111 -1.176
C: -3.337 0.152 -1.183
C: -4.092 -1.005 -1.064
C: -3.447 -2.247 -0.985
C: -2.085 -2.300 -0.997
H: -1.578 -3.249 -0.927
H: -4.044 -3.142 -0.903
N: -5.508 -0.924 -0.960
O: -6.024 0.176 -1.011
O: -6.123 -1.964 -0.799
H: -3.834 1.105 -1.273
S: -1.259 1.760 -1.104
O: -2.214 2.701 -1.603
O: 0.056 1.850 -1.709
N: -1.024 1.997 0.557
C: -1.940 1.251 1.357
C: -1.535 -0.009 1.772
C: -2.419 -0.851 2.420
C: -3.722 -0.442 2.668
C: -4.097 0.844 2.295
C: -3.230 1.706 1.640
C: -3.671 3.083 1.245
H: -4.735 3.204 1.424
H: -3.137 3.833 1.830
H: -3.473 3.271 0.191
H: -5.104 1.176 2.499
C: -4.718 -1.362 3.301
H: -5.417 -1.725 2.547
H: -4.226 -2.220 3.750
H: -5.294 -0.844 4.064
H: -2.094 -1.834 2.725
H: -0.519 -0.319 1.580
H: -1.073 2.992 0.736
H: 0.426 -2.261 -0.800
H: 0.847 0.549 -1.201
H: 2.856 1.057 -0.788
H: 4.840 -1.939 0.195
H: 7.198 -1.766 0.687
H: 10.429 -0.135 1.115
H: 9.076 -0.993 1.893

Results of the natural (NBO) charge analysis, in e, for atoms 1 through 2: -0.252 0.176

No. 3
C22H23NO5 | ωB97M-V with the def2-TZVPD basis set

* M: 381.4 g mol⁻¹
* F_max: 0.99 eV/Å
* Kohn-Sham gap: 8.6 eV
* LUMO: 0.037 eV
* relative energy (zero: lowest compared OMol25 entry of this formula, charge and spin): 9.0 kcal per mole
* HOMO energy: -0.313 hartree

Atoms and positions in Å:
C: -5.482 -1.511 1.589
C: -4.158 -1.327 2.318
H: -3.454 -2.095 1.990
H: -4.316 -1.450 3.391
C: -3.552 0.064 2.072
C: -3.151 0.239 0.639
C: -3.920 0.953 -0.214
C: -3.608 1.108 -1.619
O: -4.258 1.741 -2.414
O: -2.480 0.471 -2.072
C: -1.679 -0.234 -1.246
C: -0.553 -0.813 -1.813
C: 0.335 -1.533 -1.026
C: 0.097 -1.653 0.346
C: -1.031 -1.092 0.898
C: -1.954 -0.380 0.126
H: -1.193 -1.202 1.958
H: 0.790 -2.170 0.989
O: 1.395 -2.081 -1.679
C: 2.304 -2.868 -0.937
C: 3.190 -2.015 -0.018
O: 3.425 -2.311 1.133
N: 3.677 -0.930 -0.644
H: 3.393 -0.752 -1.596
C: 4.500 0.053 0.012
H: 5.521 0.023 -0.384
H: 4.530 -0.218 1.071
C: 3.945 1.481 -0.173
C: 2.510 1.597 0.298
C: 2.178 1.340 1.623
C: 0.883 1.527 2.068
C: -0.095 1.977 1.198
C: 0.222 2.214 -0.128
C: 1.517 2.021 -0.575
H: 1.762 2.221 -1.608
H: -0.536 2.562 -0.813
H: -1.101 2.148 1.552
H: 0.641 1.333 3.103
H: 2.931 0.996 2.318
O: 4.786 2.414 0.465
H: 4.692 2.316 1.420
H: 3.998 1.742 -1.237
H: 2.936 -3.361 -1.681
H: 1.793 -3.636 -0.346
H: -0.372 -0.701 -2.869
H: -4.823 1.446 0.111
H: -4.293 0.821 2.333
H: -2.684 0.200 2.720
H: -5.348 -1.414 0.514
H: -5.892 -2.497 1.795
H: -6.204 -0.765 1.913

Results of the natural (NBO) charge analysis, in e, for atoms 1 through 2: -0.611 -0.384

No. 4
C22H23NO6 | ωB97M-V with the def2-TZVPD basis set

* M: 397.4 g mol⁻¹
* F_max: 18.48 eV/Å
* Kohn-Sham gap: 8.4 eV
* LUMO: 0.285 eV
* relative energy (zero: lowest compared OMol25 entry of this formula, charge and spin): 421.7 kcal per mole
* HOMO energy: -0.300 hartree

Atoms and positions in Å:
C: 1.264 -0.466 -2.378
C: 1.229 0.532 -1.367
C: 2.278 1.382 -0.955
C: 2.016 2.213 0.146
O: 2.896 2.714 0.488
O: 0.663 2.343 0.728
C: -0.423 1.548 0.460
C: -1.551 1.926 0.840
C: -2.668 1.160 0.507
C: -2.491 0.098 -0.417
C: -1.390 0.130 -1.049
C: -0.321 0.799 -0.830
H: -1.249 -0.998 -1.955
C: -3.822 -0.337 -0.443
C: -4.594 0.215 0.320
C: -6.090 -0.039 0.874
H: -6.149 -0.165 1.880
C: -6.461 -1.404 0.213
H: -7.405 -1.343 0.090
C: -5.946 -1.417 -1.189
H: -6.369 -2.369 -1.862
H: -6.387 -0.507 -1.721
C: -4.393 -1.394 -1.292
H: -4.093 -1.337 -2.200
H: -4.033 -2.308 -1.230
H: -5.915 -2.140 0.715
H: -6.611 0.617 0.320
O: -3.826 1.342 1.083
H: -1.661 2.618 1.845
C: 3.548 1.150 -1.400
H: 3.540 1.385 -2.608
H: 4.074 1.974 -1.166
C: 4.185 -0.102 -1.061
O: 4.539 -1.073 -1.918
N: 4.194 -0.399 0.253
H: 3.846 0.543 0.909
C: 4.803 -1.538 0.637
H: 5.188 -1.297 2.060
H: 5.565 -1.822 0.160
C: 3.645 -2.560 1.006
H: 3.401 -2.938 0.088
H: 4.162 -3.518 1.441
C: 2.552 -2.479 1.972
C: 1.584 -1.591 1.455
O: 1.522 -0.206 1.583
O: 0.865 -2.102 0.654
H: 0.151 -1.492 0.371
H: 2.263 -3.521 2.180
H: 3.108 -1.957 2.762
H: 2.093 -0.428 -2.804
H: 0.998 -1.414 -2.143
H: 0.551 -0.185 -3.326

Results of the natural (NBO) charge analysis, in e, for atoms 1 through 2: -0.663 0.207

No. 5
C22H24AsF3N5OPtS | ωB97M-V with the def2-TZVPD basis set

* M: 733.5 g mol⁻¹
* total charge: +3
* F_max: 0.74 eV/Å
* Kohn-Sham gap (spin up / spin down): 6.0 / 6.0 eV
* LUMO (spin up / spin down): -11.446 / -11.446 eV
* relative energy (zero: lowest compared OMol25 entry of this formula, charge and spin): 23.1 kcal per mole
* HOMO energy (spin up / spin down): -0.639 / -0.639 hartree

Atoms and positions in Å:
Pt: 0.359 0.008 -0.193
S: -1.566 -1.279 0.100
C: -1.674 -1.863 -1.449
N: -2.250 -3.125 -1.735
N: -3.270 -3.605 -1.219
C: -4.399 -3.085 -0.574
C: -5.203 -4.050 0.052
C: -6.353 -3.645 0.696
C: -6.710 -2.302 0.664
C: -5.928 -1.356 -0.012
C: -4.762 -1.733 -0.632
N: -1.133 -1.395 -2.600
N: -0.147 -0.608 -2.539
C: 0.265 0.015 -3.678
C: 1.427 0.809 -3.559
C: 1.923 1.464 -4.659
C: 1.267 1.325 -5.884
C: 0.116 0.537 -6.015
C: -0.393 -0.120 -4.925
H: -3.334 -4.616 -1.384
H: -4.917 -5.096 0.042
H: -6.979 -4.369 1.198
H: -7.624 -1.982 1.147
H: -6.262 -0.329 -0.065
H: -4.185 -1.017 -1.200
H: 1.920 0.878 -2.597
H: 2.817 2.067 -4.588
H: 1.663 1.829 -6.757
H: -0.362 0.441 -6.980
H: -1.270 -0.746 -5.009
C: -2.762 3.408 0.529
As: -0.907 3.134 0.194
C: -0.249 4.473 -0.992
C: 0.069 3.158 1.838
O: -0.746 1.629 -0.606
H: -2.902 4.396 0.969
H: -3.117 2.648 1.221
H: -3.304 3.350 -0.413
H: -0.529 5.456 -0.612
H: -0.695 4.319 -1.972
H: 0.835 4.403 -1.055
H: 0.201 4.192 2.157
H: 1.050 2.709 1.687
H: -0.480 2.611 2.602
F: 6.193 -3.371 0.924
C: 5.052 -4.042 0.815
F: 5.143 -4.891 -0.208
F: 4.847 -4.740 1.931
C: 3.881 -3.097 0.587
C: 4.051 -1.721 0.588
C: 2.946 -0.932 0.362
N: 1.721 -1.441 0.149
C: 1.560 -2.772 0.161
C: 2.618 -3.627 0.375
H: 5.018 -1.270 0.759
H: 3.031 0.153 0.356
H: 0.559 -3.148 0.005
H: 2.454 -4.696 0.378

Results of the natural (NBO) charge analysis, in e, for atoms 1 through 2: 0.940 0.157

No. 6
C22H24BrN3O3 | ωB97M-V with the def2-TZVPD basis set

* M: 458.4 g mol⁻¹
* F_max: 0.78 eV/Å
* Kohn-Sham gap: 8.5 eV
* LUMO: 0.631 eV
* relative energy (zero: lowest compared OMol25 entry of this formula, charge and spin): 20.0 kcal per mole
* HOMO energy: -0.289 hartree

Atoms and positions in Å:
C: 2.010 -3.553 -1.748
H: 1.745 -4.594 -1.910
H: 2.721 -3.460 -0.925
H: 2.450 -3.122 -2.649
O: 0.800 -2.881 -1.420
C: 0.878 -1.556 -1.282
O: 1.890 -0.923 -1.432
C: -0.483 -0.963 -0.945
N: -0.422 -0.030 0.154
C: -0.123 1.282 -0.005
N: -0.083 2.146 0.945
C: -0.326 1.734 2.240
C: -0.399 2.693 3.250
C: -0.633 2.318 4.558
C: -0.799 0.976 4.855
C: -0.737 0.004 3.870
C: -0.503 0.384 2.562
C: -0.386 -0.653 1.475
C: 0.898 -1.442 1.653
C: 0.877 -2.823 1.782
C: 2.059 -3.528 1.928
C: 3.270 -2.856 1.943
C: 3.296 -1.477 1.815
C: 2.115 -0.772 1.674
H: 2.135 0.303 1.569
H: 4.237 -0.950 1.823
H: 4.192 -3.407 2.052
H: 2.034 -4.604 2.027
H: -0.066 -3.351 1.766
H: -1.239 -1.348 1.536
H: -0.865 -1.039 4.120
Br: -1.120 0.446 6.658
H: -0.686 3.058 5.341
H: -0.266 3.730 2.987
C: 0.156 1.802 -1.391
N: -0.950 1.560 -2.299
C: -0.601 1.817 -3.685
C: -1.878 1.709 -4.542
O: -2.868 0.965 -3.877
C: -3.324 1.627 -2.717
C: -2.162 2.273 -1.942
H: -2.081 3.347 -2.184
H: -2.327 2.184 -0.868
H: -3.815 0.856 -2.121
H: -4.067 2.393 -2.988
H: -1.678 1.180 -5.475
H: -2.263 2.711 -4.783
H: -0.149 2.816 -3.816
H: 0.133 1.066 -3.988
H: 0.390 2.874 -1.293
H: 1.038 1.284 -1.780
H: -0.862 -0.428 -1.826
H: -1.166 -1.778 -0.691

Results of the natural (NBO) charge analysis, in e, for atoms 1 through 2: -0.265 0.196

No. 7
C22H24ClI2OP2Yb | ωB97M-V with the def2-TZVPD basis set

* M: 828.7 g mol⁻¹
* spin multiplicity: 2
* total charge: +2
* F_max: 3.67 eV/Å
* Kohn-Sham gap (spin up / spin down): 4.0 / 4.1 eV
* LUMO (spin up / spin down): -10.328 / -10.305 eV
* HOMO energy (spin up / spin down): -0.528 / -0.530 hartree

Atoms and positions in Å:
I: -1.578 -1.311 -3.376
I: 1.503 -2.220 -2.417
Yb: 1.177 -0.996 0.125
P: 1.230 -3.894 0.268
C: 0.816 -5.075 -1.071
C: 2.967 -4.399 0.566
H: 0.544 -4.199 2.575
H: 0.882 -5.775 1.698
H: -0.680 -4.853 1.412
C: 0.401 -4.776 1.646
H: 3.364 -3.793 1.393
H: 2.935 -5.473 0.818
H: 1.112 -6.088 -0.772
H: 1.330 -4.757 -1.990
H: 3.560 -4.205 -0.339
H: -0.260 -5.009 -1.265
C: -1.059 -2.124 -0.146
O: -2.000 -2.779 -0.151
Cl: 1.937 -1.643 2.332
C: -4.228 3.615 -1.565
C: -3.681 2.784 -2.550
C: -2.648 1.928 -2.186
C: -2.154 1.914 -0.874
C: -2.762 2.703 0.117
C: -3.793 3.573 -0.254
P: -0.735 0.822 -0.570
C: 0.682 1.838 -1.212
C: 1.832 1.184 -1.698
C: 2.951 1.895 -2.095
C: 2.965 3.271 -1.987
C: 1.843 3.941 -1.502
C: 0.696 3.236 -1.137
C: -0.451 0.978 1.269
C: 0.621 1.740 1.825
C: 0.780 1.814 3.212
C: -0.078 1.113 4.049
C: -1.107 0.326 3.520
C: -1.296 0.260 2.129
H: -4.984 4.327 -1.880
H: -4.031 2.792 -3.572
H: -2.257 1.205 -2.918
H: -2.425 2.646 1.148
H: -4.232 4.248 0.482
H: 1.833 0.083 -1.845
H: 3.793 1.338 -2.523
H: 3.837 3.822 -2.319
H: 1.856 5.022 -1.423
H: -0.195 3.775 -0.803
H: 1.325 2.305 1.211
H: 1.601 2.402 3.632
H: 0.063 1.133 5.141
H: -1.745 -0.275 4.168
H: -2.056 -0.387 1.708

Results of the natural (NBO) charge analysis, in e, for atoms 1 through 2: 0.051 0.180

No. 8
C22H24ClN2O4PtS4 | ωB97M-V with the def2-TZVPD basis set

* M: 739.2 g mol⁻¹
* total charge: -1
* F_max: 0.41 eV/Å
* Kohn-Sham gap: 5.4 eV
* LUMO: 2.372 eV
* HOMO energy: -0.112 hartree

Atoms and positions in Å:
Pt: 0.059 -0.258 -1.397
S: 2.188 0.173 -0.906
C: 2.880 -1.403 -0.518
N: 4.249 -1.458 -0.210
C: 4.711 -2.648 0.449
C: 4.038 -3.863 -0.177
N: 2.606 -3.755 -0.039
C: 1.865 -4.951 -0.385
C: 2.040 -5.427 -1.818
C: 3.107 -6.254 -2.163
C: 3.302 -6.664 -3.474
C: 2.422 -6.252 -4.465
C: 1.353 -5.433 -4.134
C: 1.163 -5.023 -2.822
C: 2.092 -2.486 -0.428
S: 0.345 -2.321 -0.612
C: 5.197 -0.442 -0.569
C: 6.116 -0.895 -1.685
C: 7.490 -0.996 -1.514
C: 8.303 -1.454 -2.546
C: 7.741 -1.819 -3.758
C: 6.364 -1.725 -3.936
C: 5.558 -1.269 -2.907
H: 4.506 -2.625 1.529
H: 5.791 -2.735 0.306
H: 4.370 -4.785 0.310
H: 4.352 -3.904 -1.233
H: 0.810 -4.765 -0.189
H: 2.186 -5.752 0.291
H: 3.792 -6.586 -1.390
H: 4.140 -7.304 -3.721
H: 2.572 -6.567 -5.491
H: 0.665 -5.101 -4.902
H: 0.349 -4.355 -2.569
H: 5.797 -0.136 0.299
H: 4.645 0.439 -0.897
H: 7.928 -0.714 -0.562
H: 9.373 -1.532 -2.397
H: 8.370 -2.180 -4.563
H: 5.919 -2.012 -4.881
H: 4.482 -1.205 -3.032
C: -3.389 4.288 0.389
C: -2.850 3.021 0.983
S: -1.181 2.963 1.563
C: -3.479 1.853 1.094
C: -4.859 1.514 0.633
S: -2.474 0.578 1.789
H: -2.627 5.067 0.366
H: -4.240 4.667 0.958
H: -3.711 4.121 -0.641
H: -5.477 2.409 0.560
H: -5.346 0.823 1.324
H: -4.829 1.030 -0.346
O: -2.071 -0.172 -2.012
Cl: -1.999 1.347 -1.966
O: -2.937 1.892 -2.926
O: -0.573 1.591 -2.439
O: -1.034 1.312 1.351

Results of the natural (NBO) charge analysis, in e, for atoms 1 through 2: 0.526 -0.156

No. 9
C22H24ClN3O3 | ωB97M-V with the def2-TZVPD basis set

* M: 413.9 g mol⁻¹
* F_max: 18.11 eV/Å
* Kohn-Sham gap: 7.9 eV
* LUMO: 0.686 eV
* relative energy (zero: lowest compared OMol25 entry of this formula, charge and spin): 516.5 kcal per mole
* HOMO energy: -0.265 hartree

Atoms and positions in Å:
O: 2.649 0.010 0.535
C: 1.874 0.245 1.259
N: 1.299 -0.749 2.135
C: 0.511 0.035 3.101
C: -0.015 -0.378 4.140
C: -0.960 0.488 5.056
C: -1.126 1.915 4.801
C: -0.216 2.200 3.630
C: 0.524 1.351 2.907
C: 1.268 1.692 1.598
O: 2.124 2.532 2.012
C: 3.022 2.989 0.849
C: 2.115 3.593 -0.500
H: 2.487 3.611 -1.283
C: 1.175 2.254 -0.661
H: 0.161 2.588 -1.257
H: 1.598 1.574 -1.084
O: 0.329 2.003 0.605
H: 1.392 4.190 -0.189
H: 3.406 3.927 1.149
H: 3.677 2.254 0.460
H: -0.504 3.281 3.560
H: -1.697 2.292 5.388
H: -1.640 0.009 5.985
H: 0.056 -1.766 4.512
C: 1.496 -2.112 2.078
N: 0.708 -2.551 1.128
C: 1.145 -2.828 -0.176
C: -0.049 -2.709 -1.107
N: -0.998 -1.668 -1.060
C: -1.341 -1.066 -2.067
C: -1.208 -1.442 -3.401
C: -1.829 -0.692 -4.446
C: -2.239 0.739 -4.256
C: -2.314 1.169 -2.922
C: -1.973 0.153 -1.841
H: -1.766 0.700 -0.945
H: -2.975 2.146 -2.677
H: -2.661 1.182 -5.028
Cl: -1.824 -1.366 -5.873
H: -1.153 -2.337 -3.669
C: -1.377 -1.271 0.538
C: -0.737 -2.347 1.373
H: -1.288 -3.179 1.061
H: -0.906 -2.186 2.411
H: -0.668 -0.356 0.408
H: -2.295 -1.022 0.359
H: 0.416 -2.628 -2.350
H: -0.398 -3.890 -1.102
H: 1.846 -3.502 -0.173
H: 1.717 -1.788 -0.404
H: 1.361 -2.553 3.120
H: 2.580 -2.382 1.691

Results of the natural (NBO) charge analysis, in e, for atoms 1 through 2: -0.552 0.690